# 1
The following is a DFT calculation (ωB97M-V with the def2-TZVPD basis set) of C13H6Br4Cl2FN2O6Ru as an isolated structure.

Each line ends with the Mulliken charge.
Positions of all 35 atoms, in Å:
Ru  -1.50  -1.41  -0.63  0.50
Br  -0.88  4.04  3.56  -0.04
C  -1.18  2.36  2.84  0.32
C  -1.53  1.23  3.77  0.33
Br  -1.50  1.56  5.59  -0.06
C  -1.88  0.01  3.31  -0.48
Br  -2.44  -1.41  4.37  -0.03
C  -1.80  -0.23  1.89  0.87
O  -2.11  -1.28  1.32  -0.62
C  -1.29  0.86  0.98  0.98
O  -1.10  0.54  -0.20  -0.81
C  -1.10  2.19  1.50  -0.44
Br  -0.79  3.53  0.25  0.00
F  3.81  0.44  1.54  -0.32
C  3.28  0.67  0.34  0.34
C  3.07  -0.32  -0.52  -0.09
N  2.53  -0.10  -1.78  0.02
C  1.91  -1.21  -2.50  -1.27
C  0.63  -1.53  -1.79  1.66
O  -0.47  -1.29  -2.37  -0.59
O  0.56  -1.92  -0.58  -0.75
C  2.22  1.19  -2.22  0.47
O  1.74  1.42  -3.30  -0.60
N  2.50  2.18  -1.30  -0.03
C  2.91  2.05  0.02  0.24
O  2.94  2.98  0.78  -0.59
H  3.32  -1.35  -0.28  0.42
H  2.59  -2.06  -2.47  0.40
H  1.71  -0.91  -3.52  0.41
H  2.26  3.12  -1.60  0.25
Cl  -2.19  -3.70  -0.96  0.02
C  -3.84  -3.17  -1.40  -0.21
Cl  -3.71  -1.47  -1.92  0.00
H  -4.46  -3.22  -0.51  0.32
H  -4.21  -3.78  -2.22  0.36

Values from the calculation:
E_HOMO (spin up / spin down) ... -11.7 / -11.7 eV
Multiplicity ... 1
Energy relative to the best compared isomer or geometry (same formula, charge and spin) ... 5.10 kcal/mol
Frontier orbital gap (spin up / spin down) ... 0.19969 / 0.19973 hartree
Net charge ... +1

# 2
The following is a DFT calculation (ωB97M-V with the def2-TZVPD basis set) of one molecule with the formula C13H7BrN2O2.

Each line ends with the Mulliken charge.
Positions of all 25 atoms, in Å:
O  5.51  -1.00  0.74  -0.53
C  4.47  -0.19  0.48  0.30
N  4.65  1.32  0.33  -0.20
C  3.37  2.17  0.19  0.32
O  3.22  3.49  0.08  -0.53
C  2.23  0.99  0.17  0.13
C  0.60  1.04  0.01  -0.41
C  -0.27  -0.38  -0.03  0.50
C  -1.89  -0.22  -0.24  0.05
C  -2.61  0.32  -1.65  -0.31
C  -4.23  0.43  -1.62  -0.15
N  -5.22  0.12  -0.55  -0.45
C  -4.65  -0.38  0.74  -0.17
C  -3.05  -0.55  0.91  -0.18
C  0.41  -1.88  0.09  -0.11
Br  -0.70  -3.58  0.02  -0.10
C  2.04  -1.95  0.28  -0.32
C  2.87  -0.52  0.31  0.06
H  5.24  1.79  1.05  0.29
H  0.10  2.11  -0.07  0.33
H  -1.95  0.61  -2.61  0.29
H  -4.71  0.83  -2.64  0.27
H  -5.36  -0.66  1.65  0.29
H  -2.66  -0.95  1.96  0.26
H  2.60  -2.98  0.40  0.38

Values from the calculation:
Structure (SMILES) ... O=C1NC(=O)c2cc(-c3ccncc3)c(Br)cc21
E_HOMO ... -9.3 eV
Multiplicity ... 1
Frontier orbital gap ... 0.26598 hartree
Net charge ... 0

# 3
The following is a DFT calculation (ωB97M-V with the def2-TZVPD basis set) of C13H8BrCuN2O2Se as an isolated structure.

Each line ends with the Mulliken charge.
Positions of all 28 atoms, in Å:
Cu  0.98  -0.10  -0.57  0.15
Br  0.23  -0.51  8.03  -0.21
C  0.18  -0.07  6.21  0.38
C  1.06  -0.75  5.37  -0.57
C  0.97  -0.48  4.00  -0.15
C  0.02  0.36  3.44  0.08
C  -0.80  1.05  4.37  -0.05
C  -0.71  0.90  5.74  -0.74
C  -0.05  0.56  1.93  0.79
O  -1.11  1.08  1.51  -0.66
O  1.02  0.20  1.30  -0.83
H  1.73  -1.55  5.76  0.35
H  1.62  -1.00  3.29  0.32
H  -1.73  1.57  3.93  0.26
H  -1.35  1.42  6.35  0.52
Se  2.03  -1.87  -2.70  0.39
N  0.75  -0.63  -2.37  -0.42
C  0.04  -0.35  -3.49  0.74
C  -1.07  0.49  -3.70  -0.73
C  -1.45  0.79  -5.01  -0.30
C  -0.79  0.29  -6.17  -0.45
C  0.23  -0.65  -6.01  -0.40
C  0.65  -1.02  -4.71  0.67
N  1.78  -1.66  -4.45  -0.71
H  -1.50  0.93  -2.81  0.45
H  -2.36  1.38  -5.13  0.35
H  -1.12  0.62  -7.16  0.38
H  0.73  -0.99  -6.95  0.36

Values from the calculation:
E_HOMO ... -8.5 eV
Multiplicity ... 1
Frontier orbital gap ... 0.22970 hartree
Net charge ... 0

# 4
The following is a DFT calculation (ωB97M-V with the def2-TZVPD basis set) of a 2-piece molecular cluster, C13H8N5O7 overall.

Each line ends with the Mulliken charge.
Positions of all 33 atoms, in Å:
C  1.03  2.66  -0.13  -1.06
C  -0.32  2.56  -0.80  0.32
C  -0.86  3.56  -1.63  -0.61
C  -2.06  3.29  -2.33  -0.27
C  -2.69  2.07  -2.26  -0.78
C  -2.19  1.02  -1.37  0.40
O  -2.61  -0.17  -1.32  -0.87
C  -1.10  1.46  -0.52  0.05
H  1.22  1.70  0.36  0.12
H  1.84  2.91  -0.84  0.33
H  1.03  3.43  0.65  0.25
H  -0.36  4.53  -1.75  0.31
H  -2.47  4.08  -2.96  0.32
H  -3.55  1.82  -2.87  0.37
H  -0.88  0.88  0.37  0.14
O  3.94  -3.03  2.66  -0.69
N  2.89  -2.41  2.57  0.75
C  1.99  -2.09  1.56  0.20
C  0.94  -1.37  2.14  0.68
N  1.14  -1.18  3.48  -0.54
O  2.35  -1.79  3.72  -0.18
C  -0.26  -1.12  1.36  -0.44
N  -1.43  -0.51  2.05  0.99
O  -1.23  0.44  2.84  -0.54
O  -2.55  -0.96  1.78  -0.53
C  -0.34  -1.53  0.02  -0.22
C  0.71  -2.27  -0.51  -0.12
N  0.72  -3.18  -1.59  0.81
O  -0.09  -3.40  -2.47  -0.65
O  1.86  -3.99  -1.43  -0.16
N  2.61  -3.60  -0.35  -0.55
C  1.91  -2.55  0.20  0.18
H  -1.18  -1.25  -0.61  1.00

Values from the calculation:
E_HOMO ... -3.3 eV
Multiplicity ... 1
Energy relative to the best compared isomer or geometry (same formula, charge and spin) ... 70.67 kcal/mol
Frontier orbital gap ... 0.14793 hartree
Net charge ... -1

Per-record max |F|, eV/Å: 0.628; 8.944; 3.372; 3.312
Per-record energy, eV: -339350.3704; -90695.7357; -200713.4629; -35382.0738